Record 1
Entry from the Open Molecules 2025 dataset: a single C17H26N2O3S molecule (ωB97M-V with the def2-TZVPD basis set).

net charge: 0
SMILES: CCS(=O)(=O)N1CCC[C@H](C(=O)NCCc2ccc(C)cc2)C1
gap between HOMO and LUMO: 9.2814 eV
ΔE to the lowest compared entry with this formula, charge and spin: 47.1 kJ/mol
F_max: 0.9 eV Å⁻¹

The geometry in XYZ format:
```
49
Properties=species:S:1:pos:R:3:mulliken_charge:R:1
C -1.395 -3.862 0.771 -1.233
C -0.590 -3.028 -0.196 -0.334
S -1.368 -1.390 -0.361 1.387
O -0.515 -0.597 -1.205 -0.647
O -2.736 -1.562 -0.748 -0.807
N -1.353 -0.709 1.131 0.179
C -2.528 -0.618 1.959 -0.945
C -2.633 0.801 2.515 -0.590
C -1.371 1.132 3.306 -1.358
C -0.120 0.983 2.425 0.729
C -0.022 2.186 1.476 0.017
O 0.234 3.287 1.931 -0.715
N -0.252 1.963 0.173 0.400
C 0.053 2.964 -0.825 -0.902
C 1.547 2.930 -1.204 -1.406
C 1.964 1.524 -1.524 0.356
C 2.539 0.723 -0.548 -0.120
C 2.836 -0.605 -0.804 -0.376
C 2.567 -1.164 -2.044 0.871
C 2.872 -2.604 -2.333 -1.722
C 2.009 -0.356 -3.026 -0.741
C 1.709 0.966 -2.770 -0.418
C -0.099 -0.402 1.769 -1.050
H -1.039 -4.890 0.792 0.412
H -2.438 -3.857 0.462 0.327
H -1.330 -3.453 1.776 0.219
H -0.594 -3.442 -1.200 0.479
H 0.433 -2.854 0.123 0.274
H -2.471 -1.340 2.788 0.308
H -3.378 -0.866 1.325 0.460
H -2.741 1.501 1.686 0.314
H -3.512 0.880 3.156 0.403
H -1.292 0.457 4.162 0.430
H -1.413 2.156 3.680 0.459
H 0.761 1.067 3.072 0.479
H -0.371 1.027 -0.192 -0.158
H -0.562 2.756 -1.702 0.466
H -0.198 3.945 -0.415 0.489
H 2.124 3.307 -0.358 0.341
H 1.708 3.588 -2.059 0.496
H 2.752 1.141 0.427 0.401
H 3.280 -1.213 -0.026 0.362
H 1.991 -3.105 -2.733 0.329
H 3.196 -3.126 -1.435 0.341
H 3.664 -2.681 -3.078 0.438
H 1.796 -0.776 -3.999 0.404
H 1.261 1.574 -3.543 0.417
H 0.112 -1.150 2.551 0.660
H 0.683 -0.463 1.009 -0.126
```

---

Record 2
Entry from the Open Molecules 2025 dataset: a single C17H26N2O3S molecule (ωB97M-V with the def2-TZVPD basis set).

net charge: 0
SMILES: Cc1ccc(S(=O)(=O)N(C)CCCC(=O)N2CCCCC2)cc1
gap between HOMO and LUMO: 9.5993 eV
ΔE to the lowest compared entry with this formula, charge and spin: 98.7 kJ/mol
F_max: 1.1 eV Å⁻¹

The geometry in XYZ format:
```
49
Properties=species:S:1:pos:R:3:mulliken_charge:R:1
C -1.069 1.470 -3.653 -1.729
C -0.898 1.689 -2.180 0.849
C 0.297 2.181 -1.667 -0.619
C 0.435 2.442 -0.316 -0.642
C -0.623 2.191 0.535 -0.022
S -0.533 2.665 2.266 1.470
O -1.793 2.325 2.871 -0.752
O -0.107 4.035 2.280 -0.759
N 0.625 1.770 3.014 0.218
C 2.010 2.080 2.772 -0.978
C 0.285 0.599 3.773 -1.068
C 0.654 -0.734 3.116 -0.948
C -0.133 -1.023 1.833 -0.752
C 0.714 -0.804 0.585 0.697
O 1.832 -0.317 0.639 -0.691
N 0.174 -1.186 -0.592 0.676
C -1.101 -1.833 -0.794 -0.829
C -0.890 -3.309 -1.143 -0.765
C -0.014 -3.420 -2.389 -0.675
C 1.295 -2.664 -2.173 -0.780
C 1.006 -1.216 -1.779 -0.701
C -1.814 1.690 0.048 -0.285
C -1.952 1.441 -1.306 -0.565
H -0.108 1.323 -4.142 0.384
H -1.542 2.344 -4.101 0.434
H -1.707 0.611 -3.852 0.358
H 1.123 2.376 -2.336 0.388
H 1.351 2.851 0.076 0.392
H 2.576 1.967 3.699 0.320
H 2.441 1.434 2.002 0.258
H 2.054 3.121 2.459 0.361
H 0.789 0.661 4.747 0.407
H -0.792 0.656 3.940 0.399
H 1.720 -0.734 2.880 0.409
H 0.466 -1.521 3.848 0.394
H -1.009 -0.374 1.782 0.201
H -0.472 -2.061 1.838 0.796
H -1.736 -1.723 0.082 0.509
H -1.597 -1.334 -1.634 0.161
H -1.856 -3.789 -1.311 0.406
H -0.400 -3.812 -0.307 0.265
H 0.189 -4.468 -2.614 0.375
H -0.544 -2.989 -3.243 0.272
H 1.899 -2.682 -3.081 0.381
H 1.867 -3.141 -1.375 0.332
H 1.927 -0.679 -1.552 0.408
H 0.480 -0.705 -2.591 0.086
H -2.628 1.527 0.738 0.512
H -2.890 1.069 -1.691 0.441
```

---

Record 3
Entry from the Open Molecules 2025 dataset: a single C17H26N2O5S molecule (ωB97M-V with the def2-TZVPD basis set).

net charge: 0
SMILES: COc1ccc(CCNC(=O)[C@@H]2CCCN(S(C)(=O)=O)C2)cc1OC
gap between HOMO and LUMO: 8.2215 eV
ΔE to the lowest compared entry with this formula, charge and spin: 156.2 kJ/mol
F_max: 1.2 eV Å⁻¹

The geometry in XYZ format:
```
51
Properties=species:S:1:pos:R:3:mulliken_charge:R:1
C -1.911 -3.762 0.669 -0.642
O -2.712 -2.641 0.962 -0.482
C -2.640 -1.495 0.222 0.078
C -3.538 -0.509 0.622 -0.622
C -3.583 0.729 0.015 -0.581
C -2.723 1.015 -1.031 0.032
C -2.642 2.399 -1.613 -1.362
C -1.804 3.290 -0.673 -0.931
N -0.597 2.601 -0.275 -0.094
C -0.518 1.975 0.927 -0.563
O -1.200 2.273 1.882 -0.686
C 0.547 0.887 0.952 2.728
C 0.377 -0.084 2.117 -1.097
C 1.420 -1.192 1.984 -0.184
C 2.828 -0.599 1.899 -1.254
N 2.943 0.417 0.868 0.247
S 3.128 -0.149 -0.697 1.139
C 4.775 0.489 -1.078 -1.168
O 3.183 -1.580 -0.722 -0.661
O 2.193 0.498 -1.584 -0.657
C 1.961 1.473 0.994 -1.758
C -1.840 0.030 -1.456 0.174
C -1.775 -1.221 -0.853 1.061
O -0.891 -2.193 -1.248 -0.452
C -0.051 -1.950 -2.353 -0.738
H -2.105 -4.147 -0.335 0.256
H -0.847 -3.541 0.771 0.148
H -2.199 -4.513 1.406 0.310
H -4.193 -0.746 1.445 0.415
H -4.278 1.474 0.368 0.407
H -3.636 2.836 -1.720 0.424
H -2.169 2.366 -2.596 0.337
H -1.550 4.234 -1.164 0.382
H -2.355 3.496 0.246 0.468
H -0.041 2.220 -1.028 0.310
H 0.461 0.323 0.017 -0.596
H -0.630 -0.502 2.102 0.332
H 0.501 0.453 3.060 0.421
H 1.366 -1.874 2.833 0.494
H 1.233 -1.761 1.071 0.122
H 3.552 -1.377 1.659 0.504
H 3.104 -0.130 2.849 0.463
H 5.466 0.049 -0.372 0.354
H 4.744 1.565 -0.977 0.332
H 5.026 0.204 -2.092 0.405
H 2.123 2.169 0.171 0.528
H 2.131 1.993 1.941 0.383
H -1.170 0.252 -2.273 0.476
H -0.632 -1.758 -3.261 0.377
H 0.641 -1.122 -2.173 0.185
H 0.526 -2.864 -2.478 0.236
```

---

Record 4
Entry from the Open Molecules 2025 dataset: a single C17H26N2S molecule (ωB97M-V with the def2-TZVPD basis set).

net charge: 0
SMILES: CCCCc1ccc(NC(=S)N2CCC[C@@H](C)C2)cc1
gap between HOMO and LUMO: 8.5068 eV
ΔE to the lowest compared entry with this formula, charge and spin: 53.0 kJ/mol
F_max: 0.7 eV Å⁻¹

The geometry in XYZ format:
```
46
Properties=species:S:1:pos:R:3:mulliken_charge:R:1
C 6.036 1.683 0.210 -1.288
C 5.629 0.313 -0.319 -0.307
C 4.155 0.020 -0.055 -0.498
C 3.736 -1.355 -0.590 -1.301
C 2.283 -1.606 -0.314 0.670
C 1.307 -1.197 -1.214 -0.736
C -0.036 -1.380 -0.948 0.001
C -0.436 -1.973 0.246 -0.142
N -1.781 -2.185 0.565 -0.100
C -2.886 -1.650 -0.049 0.028
S -4.207 -2.625 -0.287 -0.365
N -2.885 -0.351 -0.399 0.535
C -4.022 0.148 -1.152 -1.081
C -3.829 1.616 -1.488 -0.887
C -3.742 2.443 -0.206 -0.821
C -2.838 1.767 0.844 0.383
C -3.645 1.224 2.023 -1.649
C -2.018 0.637 0.205 -1.084
C 0.537 -2.407 1.144 -0.667
C 1.876 -2.221 0.864 -0.606
H 5.873 1.740 1.284 0.329
H 7.088 1.873 0.012 0.385
H 5.450 2.465 -0.266 0.330
H 6.241 -0.457 0.157 0.296
H 5.820 0.268 -1.394 0.307
H 3.962 0.059 1.019 0.340
H 3.540 0.789 -0.529 0.359
H 3.924 -1.392 -1.665 0.399
H 4.345 -2.125 -0.112 0.420
H 1.603 -0.739 -2.147 0.388
H -0.776 -1.091 -1.678 0.493
H -1.981 -3.065 1.025 0.327
H -4.124 -0.455 -2.060 0.604
H -4.945 0.012 -0.572 0.388
H -2.924 1.739 -2.085 0.296
H -4.670 1.956 -2.093 0.438
H -3.366 3.439 -0.446 0.260
H -4.744 2.562 0.208 0.368
H -2.123 2.498 1.233 0.469
H -4.209 2.024 2.497 0.483
H -4.342 0.456 1.700 0.295
H -2.981 0.789 2.768 0.364
H -1.333 1.051 -0.544 0.246
H -1.416 0.156 0.976 0.524
H 0.234 -2.893 2.060 0.424
H 2.618 -2.562 1.571 0.384
```

---

Record 5
Entry from the Open Molecules 2025 dataset: a single C17H26N4O3 molecule (ωB97M-V with the def2-TZVPD basis set).

net charge: 0
SMILES: CN1CCCC[C@@H]1C(=O)N(CCC(=O)NCc1ncco1)C1CC1
gap between HOMO and LUMO: 9.6410 eV
ΔE to the lowest compared entry with this formula, charge and spin: 221.3 kJ/mol
F_max: 0.0 eV Å⁻¹

The geometry in XYZ format:
```
50
Properties=species:S:1:pos:R:3:mulliken_charge:R:1
C 3.273 -1.549 0.395 -0.980
N 3.124 -0.354 -0.414 -0.057
C 4.291 -0.174 -1.267 -0.497
C 4.215 1.118 -2.063 -0.820
C 2.945 1.145 -2.905 -0.700
C 1.738 0.893 -2.013 -1.185
C 1.909 -0.405 -1.219 0.300
C 0.686 -0.557 -0.321 -0.253
O 0.589 0.130 0.687 -0.655
N -0.310 -1.435 -0.650 0.230
C -1.409 -1.477 0.313 -1.259
C -2.378 -0.306 0.121 -0.356
C -3.250 -0.157 1.348 0.243
O -4.365 -0.634 1.438 -0.661
N -2.637 0.512 2.365 -0.083
C -3.269 0.703 3.651 -0.803
C -3.566 2.137 3.935 0.683
N -3.115 2.861 4.901 -0.586
C -3.700 4.106 4.705 -0.281
C -4.478 4.054 3.609 -0.242
O -4.404 2.789 3.101 -0.276
C -0.535 -2.218 -1.849 -0.179
C 0.019 -2.007 -3.225 -0.442
C 0.409 -3.230 -2.422 -0.506
H 2.443 -1.638 1.094 0.242
H 3.323 -2.467 -0.218 0.301
H 4.194 -1.482 0.974 0.411
H 5.175 -0.173 -0.626 0.449
H 4.400 -1.028 -1.965 0.322
H 4.212 1.961 -1.367 0.336
H 5.102 1.211 -2.692 0.400
H 2.841 2.099 -3.425 0.376
H 3.003 0.367 -3.675 0.312
H 1.626 1.702 -1.288 0.460
H 0.817 0.847 -2.599 0.335
H 1.984 -1.255 -1.912 0.674
H -1.927 -2.430 0.216 0.623
H -0.976 -1.430 1.310 0.489
H -1.789 0.599 -0.023 0.383
H -3.019 -0.461 -0.746 0.361
H -1.694 0.841 2.223 0.224
H -4.194 0.127 3.632 0.407
H -2.639 0.337 4.460 0.275
H -3.513 4.936 5.364 0.375
H -5.102 4.755 3.086 0.385
H -1.571 -2.524 -1.862 0.470
H -0.677 -2.137 -4.042 0.339
H 0.771 -1.257 -3.405 -0.012
H 1.413 -3.253 -2.021 0.113
H 0.015 -4.194 -2.710 0.314
```

---

Record 6
Entry from the Open Molecules 2025 dataset: a molecular structure, C17H27As2MnN3O6S2 (ωB97M-V with the def2-TZVPD basis set).

<S²>: 1.18
net charge: -2
gap between HOMO and LUMO (spin up / spin down): 4.5712 / 5.6322 eV
F_max: 1.1 eV Å⁻¹
2S+1: 2

The geometry in XYZ format:
```
58
Properties=species:S:1:pos:R:3:mulliken_charge:R:1
Mn 0.341 -0.039 -0.550 1.353
O -1.971 -4.049 0.299 -0.656
As -0.521 -3.233 -0.349 0.868
O -0.222 -3.744 -1.872 -0.905
O -0.902 -1.635 -0.109 -0.453
C 0.788 -3.916 0.922 -0.237
C 0.551 -5.195 1.416 -0.630
C 1.441 -5.794 2.296 -0.553
C 2.581 -5.113 2.694 -0.516
C 2.828 -3.839 2.209 -0.579
C 1.936 -3.240 1.328 0.215
S 2.328 -1.578 0.782 1.423
O 1.964 -1.544 -0.654 -0.633
O 3.733 -1.420 1.057 -0.703
O 1.422 -0.676 1.490 -0.617
H -2.509 -3.328 0.653 0.296
H -0.346 -5.719 1.112 0.425
H 1.240 -6.792 2.668 0.358
H 3.283 -5.574 3.379 0.356
H 3.716 -3.290 2.491 0.484
N 1.165 -0.611 -3.500 -0.882
N 0.102 -0.690 -2.510 0.097
H 1.904 -1.190 -3.108 0.351
H 1.554 0.335 -3.458 0.133
H -0.096 -1.691 -2.417 0.282
H -0.729 -0.303 -2.944 0.286
C 2.806 1.874 -0.004 -1.524
As 1.559 2.279 -1.613 0.721
C -0.063 2.479 -2.891 -1.405
C 1.137 4.063 -0.895 -1.201
S 3.096 2.448 -3.126 -0.700
H 2.225 1.855 0.918 0.372
H 3.518 2.699 -0.035 0.498
H 3.318 0.932 -0.174 0.225
H -0.947 2.647 -2.278 0.182
H -0.185 1.610 -3.534 0.500
H 0.196 3.345 -3.501 0.497
H 0.205 4.002 -0.331 0.255
H 1.013 4.741 -1.738 0.407
H 1.944 4.415 -0.253 0.330
C -3.165 0.591 -1.317 -0.855
C -3.100 1.419 -0.067 1.047
C -4.239 1.944 0.516 -0.756
C -4.189 2.686 1.694 -0.786
C -2.950 2.881 2.299 -0.699
C -1.782 2.376 1.757 0.981
C -0.455 2.549 2.439 -1.024
C -1.824 1.644 0.533 -0.470
N -0.695 1.205 -0.032 -0.128
H -4.192 0.515 -1.683 0.373
H -2.770 -0.413 -1.137 0.029
H -2.547 1.033 -2.105 0.016
H -5.198 1.762 0.035 0.311
H -5.093 3.089 2.135 0.351
H -2.890 3.434 3.234 0.317
H -0.587 2.959 3.443 0.386
H 0.206 3.216 1.879 0.125
H 0.068 1.592 2.505 0.060
```

---

Copy entry 6 word for word.
Entry from the Open Molecules 2025 dataset: a molecular structure, C17H27As2MnN3O6S2 (ωB97M-V with the def2-TZVPD basis set).

<S²>: 1.18
net charge: -2
gap between HOMO and LUMO (spin up / spin down): 4.5712 / 5.6322 eV
F_max: 1.1 eV Å⁻¹
2S+1: 2

The geometry in XYZ format:
```
58
Properties=species:S:1:pos:R:3:mulliken_charge:R:1
Mn 0.341 -0.039 -0.550 1.353
O -1.971 -4.049 0.299 -0.656
As -0.521 -3.233 -0.349 0.868
O -0.222 -3.744 -1.872 -0.905
O -0.902 -1.635 -0.109 -0.453
C 0.788 -3.916 0.922 -0.237
C 0.551 -5.195 1.416 -0.630
C 1.441 -5.794 2.296 -0.553
C 2.581 -5.113 2.694 -0.516
C 2.828 -3.839 2.209 -0.579
C 1.936 -3.240 1.328 0.215
S 2.328 -1.578 0.782 1.423
O 1.964 -1.544 -0.654 -0.633
O 3.733 -1.420 1.057 -0.703
O 1.422 -0.676 1.490 -0.617
H -2.509 -3.328 0.653 0.296
H -0.346 -5.719 1.112 0.425
H 1.240 -6.792 2.668 0.358
H 3.283 -5.574 3.379 0.356
H 3.716 -3.290 2.491 0.484
N 1.165 -0.611 -3.500 -0.882
N 0.102 -0.690 -2.510 0.097
H 1.904 -1.190 -3.108 0.351
H 1.554 0.335 -3.458 0.133
H -0.096 -1.691 -2.417 0.282
H -0.729 -0.303 -2.944 0.286
C 2.806 1.874 -0.004 -1.524
As 1.559 2.279 -1.613 0.721
C -0.063 2.479 -2.891 -1.405
C 1.137 4.063 -0.895 -1.201
S 3.096 2.448 -3.126 -0.700
H 2.225 1.855 0.918 0.372
H 3.518 2.699 -0.035 0.498
H 3.318 0.932 -0.174 0.225
H -0.947 2.647 -2.278 0.182
H -0.185 1.610 -3.534 0.500
H 0.196 3.345 -3.501 0.497
H 0.205 4.002 -0.331 0.255
H 1.013 4.741 -1.738 0.407
H 1.944 4.415 -0.253 0.330
C -3.165 0.591 -1.317 -0.855
C -3.100 1.419 -0.067 1.047
C -4.239 1.944 0.516 -0.756
C -4.189 2.686 1.694 -0.786
C -2.950 2.881 2.299 -0.699
C -1.782 2.376 1.757 0.981
C -0.455 2.549 2.439 -1.024
C -1.824 1.644 0.533 -0.470
N -0.695 1.205 -0.032 -0.128
H -4.192 0.515 -1.683 0.373
H -2.770 -0.413 -1.137 0.029
H -2.547 1.033 -2.105 0.016
H -5.198 1.762 0.035 0.311
H -5.093 3.089 2.135 0.351
H -2.890 3.434 3.234 0.317
H -0.587 2.959 3.443 0.386
H 0.206 3.216 1.879 0.125
H 0.068 1.592 2.505 0.060
```